Entry 1:
A single C4H6N4 molecule at a distorted geometry. Source: OMol25; level of theory: ωB97M-V/def2-TZVPD.

SMILES: C=Cc1ncnn1N
Total energy, Eh: -374.992440
Multiplicity: 1
ΔE to the lowest compared entry with this formula, charge and spin, kJ/mol: 181.0
F_max, eV Å⁻¹: 1.7
Orbital gap, eV: 10.08
Total charge: 0

Structure (XYZ):
```
14
Properties=species:S:1:pos:R:3:forces:R:3:mulliken_charge:R:1
H 1.45324 -2.07705 -0.04269 -0.312 0.124 -0.038 0.35
H -0.48969 2.30226 -0.79840 0.396 0.020 0.218 0.28
C 1.26593 -1.00636 -0.04669 0.184 0.405 0.118 -0.36
H -3.24494 -1.25874 0.10464 0.030 -0.086 -0.208 0.42
N -1.09525 -1.57853 -0.03380 -1.146 0.651 0.405 -0.62
C 2.31422 -0.18631 -0.01053 0.200 -0.240 0.396 -0.74
C -0.15773 -0.64489 -0.03029 0.286 -0.655 -0.432 0.64
H 2.21831 0.89362 0.04271 0.064 -0.233 -0.119 0.33
C -2.25644 -0.84270 0.00578 0.930 0.663 -0.163 -0.10
N -0.07880 1.76818 -0.02512 -0.626 1.496 0.349 -0.74
H -0.43413 2.22173 0.83065 0.509 0.111 -0.460 0.27
N -2.06557 0.48118 -0.03164 -0.582 -1.218 0.342 -0.92
H 3.30575 -0.64364 0.07717 -0.319 0.363 -0.230 0.24
N -0.73490 0.57126 -0.04180 0.385 -1.401 -0.178 0.96
```
Forces are in eV/Å.


Entry 2:
A molecular structure, C20H31HoO2 at a distorted geometry. Source: OMol25; level of theory: ωB97M-V/def2-TZVPD.

Total energy, Eh: -1879.049513
<S²>: 6.005
Multiplicity: 5
ΔE to the lowest compared entry with this formula, charge and spin, kJ/mol: 293.0
F_max, eV Å⁻¹: 5.2
Orbital gap (alpha / beta), eV: 6.24 / 6.26
Total charge: 0

Structure (XYZ):
```
54
Properties=species:S:1:pos:R:3:forces:R:3:mulliken_charge:R:1
C 0.31681 -1.75168 -3.07674 -0.260 -0.926 0.138 -0.91
O 1.24952 -1.05929 1.46711 -1.140 -0.565 -0.577 -0.07
H 0.66418 -4.07483 2.27375 0.038 -0.014 0.057 0.39
C -0.26150 2.46410 -1.47916 -0.924 1.407 -0.093 -0.35
H 3.21767 -1.00139 0.87600 -0.640 -0.466 -0.181 0.37
H -0.16056 -2.02116 -4.03629 0.530 0.284 0.428 0.42
H 0.43954 4.05024 -0.04998 -0.561 -0.711 0.145 0.39
C 2.33452 -1.67529 0.80090 0.495 0.131 -0.587 -0.03
H -1.22655 -0.07969 -4.26394 0.283 0.004 0.266 0.48
C -0.60258 -1.93706 -1.91236 0.086 0.890 1.574 -0.28
H 2.23577 0.91258 3.24144 0.324 -0.166 0.064 0.52
O -0.44974 -0.38507 -1.44308 1.054 -3.996 -2.632 0.06
C -0.62194 2.58046 3.06599 0.046 -0.684 0.052 -0.69
C -1.55183 1.88391 -1.68039 -0.716 1.569 -0.782 -0.05
H 2.24838 -0.43213 -1.74584 0.074 0.526 -0.273 0.19
H -3.55985 0.30374 1.70817 0.366 0.214 -0.236 0.43
H -1.81926 1.25029 -2.51720 -0.168 0.165 0.561 0.37
C -2.73357 -0.15207 1.13722 -0.434 -0.244 -0.356 -1.57
H -0.48015 -1.98550 2.28754 0.497 0.277 -0.355 0.33
H 1.46170 3.36688 2.64907 -0.322 -0.184 -0.052 0.44
H 1.69352 1.25086 -2.24141 0.812 -0.461 0.288 0.25
H -3.19076 -0.46821 0.18203 -0.215 -0.223 -0.020 0.42
C 1.21637 1.24395 3.26163 -0.379 0.255 -0.008 -0.51
H -2.52496 -1.07847 1.69649 0.155 0.068 -0.124 0.34
H 0.57902 2.38142 -2.16071 -0.490 0.295 0.442 0.82
C 0.98381 -3.43312 1.45733 -0.213 -0.419 -0.455 -0.72
H -2.06644 1.04782 3.85049 0.154 0.035 -0.091 0.42
H 0.15339 -0.48706 4.15495 -0.089 -0.018 -0.259 0.58
H 2.25694 0.13349 -3.48217 0.096 -0.154 0.491 0.48
C -2.44788 2.40402 -0.69849 0.532 0.051 -0.556 -0.98
C 0.35149 -0.28587 -2.71722 0.434 -0.159 -1.777 1.56
H -0.36526 1.41353 -3.89449 -0.050 0.250 -0.096 0.48
H -0.36041 -1.94781 0.48511 0.284 -0.325 1.006 -0.42
C -1.05531 1.30687 3.55670 0.829 0.367 -0.380 -0.89
Ho -0.76958 0.92524 0.36036 1.107 -0.713 5.081 0.90
C 0.10284 0.48653 3.67978 -0.316 0.553 -0.068 -0.35
C -0.35373 3.34998 -0.35491 -0.636 0.157 -0.916 -1.06
H -1.66823 -2.08353 -2.05548 0.086 -0.040 -0.133 0.35
H 2.79475 -2.87986 2.55564 -0.037 0.019 -0.487 0.31
C 1.75631 0.19584 -2.50297 -0.103 0.298 -0.025 -1.26
C -0.25466 0.33849 -3.96332 -0.299 1.329 -0.342 -2.16
H -2.12483 3.93270 0.88220 0.172 -0.401 0.192 0.58
H 0.46392 0.16270 -4.79028 -0.420 -0.121 0.505 0.49
C -1.70195 3.28249 0.12904 0.432 0.690 -0.899 -0.49
C 0.79204 2.54508 2.90456 -0.353 -0.504 -0.310 -0.79
C 0.21093 -2.10100 1.43691 0.103 0.556 -0.031 0.19
C 2.46262 -3.02412 1.51353 -0.252 0.392 -0.101 -0.68
H 2.02905 -1.85823 -0.29379 0.708 0.199 1.174 -0.30
H -3.48025 2.08488 -0.56084 0.343 0.263 -0.041 0.44
H 3.12560 -3.71704 0.99435 -0.046 -0.020 0.112 0.38
H -0.16798 -2.62876 -1.19444 -0.457 0.284 0.342 0.00
H -1.24755 3.45046 2.96459 -0.087 0.094 -0.030 0.62
H 0.80246 -3.97851 0.51528 0.030 0.050 0.326 0.28
H 1.30419 -2.22178 -2.97264 -0.467 -0.162 0.030 0.30
```
Forces are in eV/Å.


Entry 3:
A single C19H23NO3 molecule. Source: OMol25; level of theory: ωB97M-V/def2-TZVPD.

SMILES: COc1ccc(CC(=O)NCCCc2ccccc2)cc1OC
Total energy, Eh: -1018.281476
Multiplicity: 1
ΔE to the lowest compared entry with this formula, charge and spin, kJ/mol: 115.5
F_max, eV Å⁻¹: 0.7
Orbital gap, eV: 8.90
Total charge: 0

Structure (XYZ):
```
46
Properties=species:S:1:pos:R:3:forces:R:3:mulliken_charge:R:1
H 4.97745 -2.84566 -0.91057 0.048 -0.054 -0.031 0.38
C 4.53057 -1.75576 0.87771 0.083 -0.025 0.080 -0.39
H 5.40122 -2.11309 1.40805 0.062 -0.027 0.044 0.38
C -1.10716 0.70115 1.90850 -0.032 0.127 -0.047 -0.94
H -0.41530 0.84238 2.72437 0.104 0.016 0.108 0.36
H -1.19295 3.86029 0.65222 -0.027 0.029 0.008 0.36
C -1.67768 -0.54160 1.70315 -0.062 -0.122 -0.047 -0.48
H -1.70366 -3.29748 1.21290 -0.041 0.016 0.021 0.36
C 3.64702 -0.88700 1.49401 0.066 0.000 0.086 -0.89
N 0.71482 2.62410 -0.69870 -0.008 0.005 -0.414 -0.02
H 0.66729 1.05695 -2.86577 0.012 0.003 -0.109 0.44
C -2.55907 -0.77600 0.65424 -0.110 -0.146 -0.078 1.32
H -0.17190 2.59865 -1.17905 0.016 -0.007 0.156 0.30
O -3.73557 0.27193 -1.26611 0.420 0.124 0.194 -0.48
C -2.77720 -3.08387 1.23665 0.067 -0.197 0.138 -0.95
C -0.68376 3.06841 1.20144 0.275 -0.130 0.090 -1.46
C 4.29316 -2.16568 -0.42348 0.074 -0.058 -0.070 -0.64
H -1.41169 -1.34515 2.37020 -0.005 -0.118 0.039 0.40
C 2.53167 -0.42894 0.81417 -0.021 -0.034 -0.028 0.34
H 3.82694 -0.55940 2.50720 0.020 0.033 0.092 0.41
H -0.58469 3.35540 2.24790 0.042 0.046 -0.093 0.37
C 1.10205 -0.31096 -1.25627 0.110 0.072 -0.180 0.62
H 2.64513 1.93277 -0.69685 -0.028 0.078 -0.105 0.48
H -5.24174 -0.97652 -0.56795 0.028 0.005 -0.053 0.30
H 2.35735 0.54464 -2.79039 -0.020 0.012 -0.095 0.39
H 2.99764 -2.02798 -2.11778 -0.030 -0.038 -0.110 0.43
H -3.09191 -2.90413 2.26977 0.032 -0.001 -0.034 0.36
C 1.85566 2.12081 -1.42821 0.245 -0.037 -0.239 -0.83
H -2.58365 2.33466 -0.64282 -0.054 0.119 -0.091 0.49
C -4.63846 -0.79369 -1.45980 -0.369 -0.329 -0.188 -0.79
C 3.17984 -1.70447 -1.10194 0.012 0.008 0.006 -0.45
H 0.33036 0.02967 -0.56311 -0.078 -0.056 -0.004 -0.97
C -2.89480 0.29742 -0.19137 0.005 0.085 -0.064 0.37
C 0.71993 2.84715 0.63179 -0.539 0.391 -0.009 0.54
H -4.12570 -1.71483 -1.74306 -0.086 0.100 0.025 0.23
H 1.85234 0.25416 1.30071 -0.088 0.107 0.047 0.20
H -5.28627 -0.47171 -2.27540 0.019 -0.037 0.067 0.30
O -3.11045 -2.00771 0.39679 0.027 0.510 -0.189 -0.44
O 1.72055 2.83560 1.31407 0.341 -0.071 0.342 -0.64
H 2.20686 2.88191 -2.13565 0.069 -0.102 0.117 0.27
C 1.49821 0.84365 -2.18754 -0.086 0.078 0.257 -0.83
C 2.28728 -0.83073 -0.49211 -0.158 -0.051 0.029 0.13
C -1.40543 1.75843 1.06277 -0.266 -0.118 0.070 0.31
H -3.32257 -3.93926 0.83988 0.066 0.021 0.077 0.26
H 0.68012 -1.11546 -1.86351 -0.061 0.003 0.056 0.53
C -2.30185 1.53701 0.02893 -0.075 -0.228 0.131 -0.46
```
Forces are in eV/Å.